(a)
Below is an isolated ion of composition C3H8N and charge +1, with properties calculated with ωB97M-V with the def2-TZVPD basis set.

Its total charge is +1. Its LUMO energy is -6.03 eV. Its HOMO energy is -16.7 eV. The HOMO-LUMO gap is 10.62 eV.

Atoms and positions in Å:
C  -0.2463  1.9943  -0.6052
N  0.2172  0.8607  -0.1409
C  -0.5717  -0.4427  0.2455
C  0.4225  -1.5892  0.3822
H  0.2599  2.6172  -1.4738
H  -0.9547  2.5227  0.0261
H  1.0675  0.7062  -0.6190
H  -1.0791  -0.1727  1.1347
H  -1.1833  -0.5906  -0.5891
H  -0.2131  -2.5157  0.5960
H  1.0445  -1.5105  1.4080
H  1.2367  -1.8795  -0.3647



(b)
Below is an isolated ion of composition C3H8N and charge +1, with properties calculated with ωB97M-V with the def2-TZVPD basis set.

Its total charge is +1. Its LUMO energy is -5.39 eV. Its HOMO energy is -17.1 eV. The HOMO-LUMO gap is 11.73 eV.

Atoms and positions in Å:
C  1.6393  -0.0978  0.2862
N  0.6698  0.6047  -0.1188
C  -0.6455  0.1600  -0.6187
C  -1.4886  -0.6307  0.4054
H  2.5905  0.3212  0.5899
H  1.4995  -1.1712  0.3367
H  0.7621  1.6179  -0.2022
H  -0.5586  -0.5609  -1.4348
H  -1.2003  1.0193  -0.9613
H  -1.1033  -1.6310  0.5577
H  -1.6631  -0.0438  1.3029
H  -2.4983  -0.7378  -0.0042



It is (a) that is the least stable of them.